1.
The following is a quantum chemistry calculation of a single C5H5NO molecule, from the Open Molecules 2025 dataset.

XYZ file:
```
12
Properties=species:S:1:pos:R:3:nbo_charge:R:1
C -0.43 0.95 -0.38 0.28
C -0.74 -0.39 -0.62 -0.28
C 0.01 -1.32 0.05 -0.23
C 1.01 -0.94 0.99 0.05
C 0.70 1.21 0.41 -0.09
H -1.76 1.33 -1.49 0.48
H -1.53 -0.79 -1.32 0.22
H -0.07 -2.42 -0.02 0.22
H 1.46 -1.73 1.82 0.18
H 1.07 2.13 0.52 0.19
N 1.48 0.18 0.95 -0.39
O -1.19 1.80 -0.92 -0.62
```

Energy above the lowest of the compared OMol25 structures with the same formula, charge and spin in kJ/mol: 173.02
HOMO level in eV: -8.68
Frontier orbital gap in hartree: 0.3442
Structure (SMILES): Oc1cccnc1

---

2.
The following is a quantum chemistry calculation of 6 unconnected molecules or ions with the total composition C32H41NO20, from the Open Molecules 2025 dataset.

XYZ file:
```
94
Properties=species:S:1:pos:R:3:lowdin_charge:R:1
C 1.86 0.93 2.65 0.03
C 1.40 0.94 1.21 -0.39
O 0.58 0.14 0.86 0.12
N 1.93 1.84 0.17 0.09
C 3.29 1.40 -0.18 -0.43
C 4.46 1.63 0.74 0.03
O 3.44 0.87 -1.24 0.15
C 1.83 3.28 0.44 -0.38
C 2.48 3.99 -0.75 0.04
O 2.48 3.73 1.66 0.09
C 1.53 3.92 2.61 -0.58
O 1.73 4.42 3.67 0.19
O 0.34 3.43 2.17 0.06
C 0.37 3.73 0.74 -0.35
C 0.15 5.25 0.62 0.03
C -0.65 2.99 -0.12 -0.05
C -2.12 3.22 0.18 -0.15
C -2.58 3.73 1.39 -0.04
C -3.93 3.88 1.63 -0.08
C -4.87 3.52 0.67 -0.07
C -4.42 3.03 -0.55 -0.04
C -3.06 2.88 -0.79 -0.22
C -2.67 2.31 -2.14 -0.04
H 2.20 -0.07 2.90 0.10
H 2.64 1.64 2.89 0.07
H 1.00 1.18 3.27 0.10
H 5.29 1.04 0.34 0.09
H 4.77 2.67 0.71 0.09
H 4.29 1.32 1.77 0.07
H 2.09 4.99 -0.88 0.08
H 3.55 4.10 -0.58 0.10
H 2.29 3.45 -1.67 0.11
H -0.34 5.61 1.53 0.10
H 1.08 5.80 0.53 0.09
H -0.48 5.52 -0.23 0.11
H -0.47 1.92 -0.14 0.12
H -0.45 3.35 -1.13 0.13
H -1.88 4.01 2.17 0.10
H -4.28 4.26 2.58 0.10
H -5.93 3.59 0.85 0.09
H -5.12 2.71 -1.31 0.10
H -2.74 1.22 -2.11 0.09
H -1.68 2.61 -2.48 0.06
H -3.38 2.64 -2.91 0.08
C 0.20 -3.88 0.92 -0.09
C 1.31 -2.93 1.30 -0.12
O 2.01 -3.66 2.31 0.05
C 1.77 -4.99 2.12 -0.58
O 2.33 -5.86 2.69 0.16
O 0.79 -5.16 1.21 0.07
H -0.09 -3.82 -0.12 0.14
H -0.69 -3.75 1.55 0.12
H 1.98 -2.73 0.47 0.11
H 0.94 -1.99 1.69 0.10
C 4.95 -4.46 -2.02 -0.11
C 3.85 -3.69 -1.33 -0.12
O 2.75 -3.83 -2.24 0.06
C 2.97 -4.95 -2.98 -0.57
O 2.16 -5.43 -3.71 0.16
O 4.21 -5.43 -2.77 0.07
H 5.64 -4.95 -1.34 0.14
H 5.52 -3.84 -2.71 0.10
H 3.57 -4.13 -0.37 0.12
H 4.09 -2.64 -1.18 0.13
C 6.77 -4.20 -6.65 -0.11
C 8.00 -5.08 -6.67 -0.11
O 8.53 -4.90 -5.36 0.07
C 7.52 -4.51 -4.55 -0.56
O 7.59 -4.43 -3.36 0.16
O 6.41 -4.21 -5.26 0.06
H 5.94 -4.58 -7.25 0.13
H 6.98 -3.17 -6.95 0.13
H 7.75 -6.14 -6.80 0.13
H 8.73 -4.79 -7.42 0.13
C -10.06 1.03 1.30 -0.11
C -9.88 2.45 1.80 -0.12
O -8.59 2.79 1.28 0.05
C -8.34 2.01 0.20 -0.56
O -7.43 2.15 -0.54 0.16
O -9.27 1.03 0.10 0.07
H -11.09 0.78 1.07 0.13
H -9.65 0.29 1.99 0.13
H -10.62 3.14 1.38 0.13
H -9.89 2.53 2.88 0.13
C -3.86 -1.69 4.29 -0.12
C -2.60 -1.70 3.44 -0.12
O -3.03 -2.39 2.27 0.05
C -4.38 -2.26 2.16 -0.57
O -5.01 -2.58 1.22 0.18
O -4.89 -1.72 3.30 0.06
H -3.96 -0.80 4.91 0.13
H -3.95 -2.58 4.91 0.13
H -2.28 -0.69 3.16 0.13
H -1.77 -2.22 3.91 0.13
```

HOMO level in eV: -8.79
Frontier orbital gap in hartree: 0.3238
Structure (SMILES): CC(=O)N(C(C)=O)[C@]1(C)OC(=O)O[C@]1(C)Cc1ccccc1C.O=C1OCCO1.O=C1OCCO1.O=C1OCCO1.O=C1OCCO1.O=C1OCCO1

---

3.
The following is a quantum chemistry calculation of a single C5H10NP molecule, from the Open Molecules 2025 dataset.

XYZ file:
```
17
Properties=species:S:1:pos:R:3:nbo_charge:R:1
C 1.61 1.54 -0.50 -0.44
C 1.97 -1.41 0.83 -0.49
C 0.51 1.17 0.18 -0.01
C 0.65 -1.27 0.65 0.00
C -2.41 0.34 -0.86 -0.95
N -0.06 -0.12 0.42 -0.73
P -1.75 -0.14 0.81 0.77
H 2.02 2.54 -0.59 0.21
H 2.24 0.92 -1.00 0.19
H 2.30 -2.44 0.83 0.20
H 2.79 -0.77 0.85 0.20
H -0.04 1.95 0.71 0.19
H 0.11 -2.21 0.48 0.20
H -1.97 1.25 -1.28 0.24
H -3.48 0.69 -0.47 0.22
H -2.50 -0.52 -1.58 0.24
H -2.00 -1.54 0.51 -0.04
```

Energy above the lowest of the compared OMol25 structures with the same formula, charge and spin in kJ/mol: 134.63
HOMO level in eV: -7.74
Frontier orbital gap in hartree: 0.3205
Structure (SMILES): C=CN(C=C)PC

---

4.
The following is a quantum chemistry calculation of a molecular structure, C38H55NOS2Ti, from the Open Molecules 2025 dataset.

XYZ file:
```
98
Properties=species:S:1:pos:R:3:lowdin_charge:R:1
Ti 10.68 10.96 11.41 0.98
C 10.40 13.19 11.10 -0.13
C 11.27 13.24 12.27 -0.10
C 10.57 12.62 13.42 -0.09
C 9.27 12.20 12.85 -0.05
C 9.20 12.68 11.49 -0.30
C 7.86 12.71 10.73 -0.55
C 8.17 13.00 9.29 -0.06
C 6.98 11.42 10.72 -0.03
C 7.04 13.80 11.35 -0.04
C 10.82 12.58 14.96 -0.53
C 10.22 13.95 15.46 -0.03
C 10.04 11.39 15.60 -0.05
C 12.26 12.59 15.40 -0.06
C 12.63 14.03 12.21 -0.49
C 12.61 15.17 13.14 -0.07
C 12.77 14.64 10.77 -0.04
C 13.90 13.17 12.50 -0.02
H 10.66 13.65 10.22 0.08
H 8.45 11.72 13.33 0.11
H 8.93 12.31 8.93 0.07
H 8.65 13.98 9.20 0.09
H 7.33 12.90 8.57 0.10
H 7.59 10.56 10.55 0.02
H 6.14 11.48 9.91 0.13
H 6.59 11.32 11.71 0.07
H 7.59 14.75 11.21 0.10
H 6.91 13.63 12.41 0.09
H 6.03 13.85 10.92 0.10
H 9.12 13.78 15.42 0.09
H 10.51 14.81 14.73 0.10
H 10.59 14.20 16.47 0.09
H 8.93 11.18 15.34 0.10
H 10.17 11.39 16.71 0.10
H 10.58 10.46 15.23 0.07
H 12.65 13.60 15.20 0.07
H 12.89 11.79 14.97 0.08
H 12.30 12.41 16.46 0.08
H 11.63 15.70 13.11 0.11
H 13.50 15.78 13.09 0.10
H 12.57 14.78 14.13 0.04
H 11.92 15.31 10.61 0.10
H 12.74 13.84 9.97 0.06
H 13.70 15.15 10.70 0.08
H 14.19 12.54 11.68 0.04
H 13.86 12.40 13.33 0.08
H 14.76 13.75 12.78 0.09
C 13.68 15.00 6.99 -0.01
C 13.30 13.55 6.58 -0.55
C 13.88 13.16 5.30 -0.08
C 11.77 13.38 6.43 -0.04
C 13.79 12.61 7.70 -0.14
C 15.17 12.26 7.79 -0.03
C 15.69 11.37 8.66 -0.06
C 14.75 10.83 9.55 -0.37
S 15.07 9.73 10.96 1.16
C 13.43 9.80 11.29 -0.57
N 12.69 10.68 10.61 0.00
C 13.41 11.30 9.59 -0.29
C 12.91 12.12 8.62 -0.01
C 12.68 9.00 12.32 -0.26
C 13.30 7.88 12.94 -0.04
C 12.60 7.12 13.89 -0.05
C 11.29 7.55 14.22 -0.07
C 10.67 8.57 13.56 -0.14
C 11.38 9.36 12.61 -0.17
H 13.56 15.69 6.16 0.08
H 14.67 15.10 7.39 0.08
H 13.00 15.32 7.85 0.10
H 13.62 13.91 4.57 0.09
H 13.59 12.18 4.99 0.09
H 15.01 13.04 5.22 0.11
H 11.52 13.80 5.42 0.11
H 11.22 13.83 7.17 0.05
H 11.51 12.36 6.36 0.08
H 15.85 12.75 7.11 0.12
H 16.74 11.11 8.65 0.12
H 11.96 12.63 8.64 0.10
H 14.39 7.67 12.85 0.11
H 13.01 6.24 14.35 0.11
H 10.78 7.00 14.96 0.10
H 9.67 8.82 13.83 0.09
C 7.99 7.70 11.30 -0.11
C 9.28 7.40 10.59 -0.36
S 9.59 8.60 9.31 1.09
O 9.75 9.96 10.06 -0.59
C 11.31 8.16 8.92 -0.36
C 11.54 6.82 8.32 -0.11
H 7.91 7.02 12.15 0.09
H 7.13 7.53 10.63 0.10
H 7.83 8.69 11.70 0.06
H 9.20 6.55 10.00 0.07
H 10.19 7.48 11.21 0.09
H 11.74 8.38 9.90 0.06
H 11.62 8.97 8.28 0.09
H 11.36 6.01 9.00 0.07
H 12.59 6.63 7.99 0.11
H 11.11 6.53 7.39 0.08
```

⟨S²⟩: 0.75
HOMO level (spin up / spin down) in eV: -10.35 / -10.75
Frontier orbital gap (spin up / spin down) in hartree: 0.2719 / 0.2889
Charge: +1
2S+1: 2

---

5.
The following is a quantum chemistry calculation of 6 unconnected molecules or ions with the total composition C18H32O18S2, from the Open Molecules 2025 dataset.

XYZ file:
```
70
Properties=species:S:1:pos:R:3:nbo_charge:R:1
O -2.02 -2.14 3.30 -0.97
S -1.97 -2.88 4.48 2.37
O -1.88 -4.31 4.40 -0.91
O -0.48 -2.38 5.16 -0.71
C -0.09 -1.04 4.80 -0.07
C 1.30 -0.89 5.48 -0.62
C -3.24 -2.34 5.58 -0.89
H -0.90 -0.39 5.28 0.16
H 0.06 -0.83 3.74 0.21
H 1.12 -0.82 6.57 0.21
H 1.57 0.07 5.18 0.21
H 2.00 -1.67 5.03 0.23
H -3.16 -2.93 6.40 0.25
H -4.24 -2.50 5.32 0.27
H -3.12 -1.26 5.58 0.25
O -3.00 1.92 -2.77 -0.91
S -2.27 0.99 -3.60 2.36
O -1.66 -0.13 -3.01 -0.95
O -3.40 0.30 -4.66 -0.70
C -4.44 -0.36 -4.03 -0.10
C -5.61 -0.54 -5.19 -0.60
C -1.11 1.75 -4.64 -0.87
H -5.04 0.13 -3.26 0.19
H -4.30 -1.29 -3.46 0.19
H -6.51 -0.90 -4.87 0.21
H -5.18 -1.31 -5.86 0.21
H -5.64 0.48 -5.65 0.21
H -0.45 2.21 -3.94 0.26
H -1.73 2.47 -5.20 0.26
H -0.67 1.18 -5.31 0.25
C -0.09 -0.43 -0.24 -0.10
C 1.04 0.43 -0.91 -0.10
O 1.88 0.72 0.25 -0.50
C 1.39 0.09 1.33 0.97
O 1.89 0.19 2.40 -0.60
O 0.23 -0.60 1.15 -0.48
H -0.27 -1.33 -0.67 0.21
H -1.12 0.13 -0.38 0.18
H 0.59 1.24 -1.47 0.20
H 1.84 -0.17 -1.45 0.23
C 4.82 1.91 0.72 -0.10
C 4.98 1.23 2.09 -0.09
O 6.36 1.19 2.31 -0.50
C 6.96 2.08 1.43 0.97
O 8.08 2.32 1.38 -0.56
O 6.07 2.62 0.61 -0.50
H 3.86 2.38 0.61 0.21
H 4.99 1.28 -0.11 0.17
H 4.74 0.28 2.00 0.19
H 4.30 1.64 2.98 0.19
C 4.39 0.91 -3.85 -0.09
C 4.81 0.07 -5.07 -0.10
O 4.73 -1.24 -4.54 -0.51
C 3.80 -1.26 -3.50 0.98
O 3.13 -2.11 -3.15 -0.53
O 3.49 0.07 -3.20 -0.52
H 3.96 1.64 -4.33 0.18
H 4.95 1.31 -3.21 0.18
H 5.94 0.21 -5.17 0.21
H 4.22 0.01 -6.13 0.21
C -3.23 0.82 1.43 -0.12
C -3.89 -0.53 1.16 -0.10
O -4.81 -0.66 2.30 -0.49
C -4.92 0.55 2.91 0.97
O -5.86 0.89 3.63 -0.58
O -3.93 1.38 2.49 -0.49
H -3.21 1.50 0.39 0.21
H -2.10 0.51 1.69 0.20
H -3.28 -1.40 1.10 0.23
H -4.65 -0.41 0.24 0.18
```

Energy above the lowest of the compared OMol25 structures with the same formula, charge and spin in kJ/mol: 0.00
HOMO level in eV: -10.81
Frontier orbital gap in hartree: 0.3856
Structure (SMILES): CCOS(C)(=O)=O.CCOS(C)(=O)=O.O=C1OCCO1.O=C1OCCO1.O=C1OCCO1.O=C1OCCO1

---

6.
The following is a quantum chemistry calculation of 3 unconnected molecules or ions with the total composition C46H85FN3O6S, from the Open Molecules 2025 dataset.

XYZ file:
```
142
Properties=species:S:1:pos:R:3:lowdin_charge:R:1
C -3.54 3.90 3.00 -0.06
C -3.52 2.56 3.72 -0.22
O -2.36 1.78 3.42 -0.11
C -2.63 0.65 2.64 -0.15
N -1.44 -0.22 2.79 0.04
C -1.73 -1.64 2.42 -0.29
C -1.38 -2.60 3.55 -0.39
S -2.63 -2.52 4.87 0.93
C -1.77 -1.56 6.16 -0.52
C -1.71 -2.34 7.49 -0.15
C -1.17 -2.06 1.06 -0.09
C -0.92 -0.91 0.08 -0.19
C -0.25 -1.47 -1.18 -0.12
C -0.39 -0.55 -2.37 -0.19
F -1.47 -0.95 -3.15 -0.04
C -0.18 0.35 0.67 -0.32
C 1.24 0.52 0.09 -0.08
C 2.19 1.53 0.78 -0.16
C 2.66 2.62 -0.17 -0.19
C 3.63 3.60 0.53 -0.16
C 3.00 4.90 1.03 -0.23
O 3.19 6.03 0.20 -0.17
C 3.01 5.80 -1.18 -0.10
O -0.99 1.41 0.10 -0.10
C -0.90 2.74 0.58 -0.13
C -0.96 3.69 -0.63 -0.38
C -2.38 4.21 -0.87 -0.02
O -0.08 4.78 -0.44 -0.03
C -0.16 0.33 2.19 -0.10
C 0.97 -0.42 2.88 -0.17
C 1.27 0.00 4.20 -0.04
C 2.24 -0.63 4.97 -0.06
C 2.96 -1.70 4.45 -0.05
C 2.69 -2.12 3.14 -0.03
C 1.71 -1.49 2.37 -0.03
H -2.53 4.25 2.84 0.08
H -4.08 4.61 3.61 0.08
H -4.05 3.80 2.04 0.07
H -3.49 2.74 4.79 0.12
H -4.44 2.02 3.51 0.12
H -3.46 0.11 3.09 0.14
H -2.87 0.85 1.60 0.16
H -1.28 -0.21 3.80 0.15
H -2.81 -1.71 2.34 0.12
H -0.43 -2.37 4.02 0.08
H -1.34 -3.60 3.13 0.07
H -2.29 -0.62 6.31 0.06
H -0.76 -1.33 5.84 0.05
H -2.02 -1.72 8.32 0.07
H -2.36 -3.21 7.47 0.05
H -0.70 -2.67 7.71 0.07
H -1.95 -2.68 0.62 0.12
H -0.32 -2.74 1.15 0.11
H -1.91 -0.60 -0.25 0.16
H -0.78 -2.37 -1.46 0.13
H 0.78 -1.78 -1.02 0.11
H 0.50 -0.61 -3.00 0.11
H -0.55 0.49 -2.09 0.10
H 1.10 0.87 -0.92 0.11
H 1.77 -0.42 0.05 0.10
H 1.81 1.96 1.71 0.11
H 3.10 0.99 1.06 0.12
H 3.22 2.14 -0.97 0.10
H 1.82 3.13 -0.63 0.09
H 4.00 3.09 1.42 0.11
H 4.51 3.80 -0.07 0.11
H 3.48 5.16 1.97 0.12
H 1.94 4.76 1.26 0.10
H 2.14 5.18 -1.38 0.07
H 3.89 5.35 -1.64 0.07
H 2.85 6.77 -1.65 0.09
H -1.78 2.94 1.19 0.09
H -0.04 2.99 1.19 0.12
H -0.69 3.13 -1.53 0.14
H -3.01 3.49 -1.39 0.09
H -2.31 5.10 -1.49 0.09
H -2.84 4.52 0.07 0.07
H -0.58 5.54 -0.14 0.10
H -0.08 1.33 2.62 0.14
H 0.71 0.82 4.62 0.13
H 2.41 -0.27 5.98 0.11
H 3.70 -2.19 5.05 0.11
H 3.24 -2.95 2.73 0.11
H 1.53 -1.86 1.38 0.10
C 5.45 4.64 -5.21 -0.02
C 5.77 3.37 -4.40 -0.49
C 6.65 2.43 -5.22 -0.13
C 5.89 1.71 -6.34 -0.17
C 4.66 0.99 -5.78 -0.13
C 3.75 1.91 -4.98 -0.49
N 4.52 2.69 -3.96 -0.08
O 4.75 1.96 -2.92 -0.04
C 2.98 2.84 -5.93 -0.03
C 2.69 1.09 -4.26 -0.06
C 6.55 3.86 -3.19 -0.04
H 4.84 5.33 -4.62 0.09
H 6.38 5.15 -5.47 0.09
H 4.93 4.46 -6.15 0.06
H 7.08 1.67 -4.56 0.13
H 7.48 2.99 -5.64 0.13
H 5.59 2.42 -7.12 0.11
H 6.54 0.99 -6.83 0.12
H 4.09 0.53 -6.59 0.13
H 5.01 0.17 -5.14 0.13
H 2.52 3.67 -5.39 0.09
H 2.18 2.29 -6.42 0.09
H 3.59 3.25 -6.73 0.06
H 3.13 0.32 -3.62 0.08
H 2.04 0.58 -4.98 0.09
H 2.06 1.73 -3.63 0.08
H 5.93 4.49 -2.55 0.07
H 7.41 4.45 -3.52 0.09
H 6.93 3.04 -2.58 0.08
C -2.69 -5.98 -0.96 -0.02
C -3.38 -5.88 0.41 -0.49
C -4.23 -7.12 0.67 -0.13
C -5.52 -7.15 -0.15 -0.17
C -6.33 -5.87 0.07 -0.13
C -5.52 -4.60 -0.21 -0.49
N -4.21 -4.64 0.51 -0.08
O -4.37 -4.31 1.75 -0.04
C -5.32 -4.44 -1.73 -0.03
C -6.31 -3.38 0.24 -0.04
C -2.25 -5.83 1.43 -0.04
H -2.07 -5.10 -1.14 0.08
H -2.05 -6.86 -0.99 0.09
H -3.38 -6.08 -1.80 0.06
H -4.49 -7.17 1.73 0.13
H -3.64 -8.01 0.46 0.13
H -5.30 -7.29 -1.21 0.11
H -6.12 -8.01 0.15 0.12
H -7.21 -5.87 -0.56 0.13
H -6.68 -5.85 1.11 0.13
H -4.54 -3.70 -1.94 0.09
H -6.24 -4.08 -2.18 0.09
H -5.08 -5.36 -2.24 0.06
H -6.60 -3.44 1.29 0.08
H -7.22 -3.31 -0.35 0.09
H -5.74 -2.46 0.09 0.09
H -1.65 -4.92 1.30 0.06
H -1.59 -6.68 1.28 0.09
H -2.60 -5.86 2.45 0.08
```

⟨S²⟩: 2.01
HOMO level (spin up / spin down) in eV: -10.02 / -10.98
Frontier orbital gap (spin up / spin down) in hartree: 0.3005 / 0.3349
Charge: +1
2S+1: 3

---

Number 1: F_max 0.141 Eh/bohr, E -323.4538 Eh, M 95.10 g/mol. Number 2: F_max 0.033 Eh/bohr, E -2803.5898 Eh, M 759.67 g/mol. Number 3: F_max 0.062 Eh/bohr, E -592.5282 Eh, M 115.12 g/mol. Number 4: F_max 0.076 Eh/bohr, E -3256.5840 Eh, M 653.86 g/mol. Number 5: F_max 0.162 Eh/bohr, E -2855.5246 Eh, M 600.57 g/mol. Number 6: F_max 0.036 Eh/bohr, E -2917.1122 Eh, M 827.27 g/mol.